A single C20H25FN2O3S2 molecule in a non-equilibrium geometry. Source: the Open Molecules 2025 dataset; level of theory: ωB97M-V/def2-TZVPD.

Geometry as XYZ:
```
53
Properties=species:S:1:pos:R:3:lowdin_charge:R:1
C -0.178 -3.024 1.849 -0.097
C 0.786 -3.471 2.940 -0.839
C 0.594 -4.953 3.249 -0.128
C 0.613 -2.637 4.202 -0.105
S 2.554 -3.359 2.362 0.912
C 2.730 -1.642 1.781 -0.437
C 2.502 -1.503 0.274 -0.218
N 1.715 -0.327 -0.011 0.070
C 2.036 0.601 -0.921 -0.480
O 3.024 0.588 -1.622 0.071
C 0.983 1.725 -1.008 -0.079
N -0.371 1.215 -1.079 -0.181
C -0.661 0.230 -2.046 -0.259
C -0.405 0.486 -3.390 0.005
C -0.693 -0.467 -4.348 0.005
C -1.250 -1.669 -3.951 -0.273
F -1.540 -2.598 -4.885 0.059
C -1.514 -1.944 -2.622 0.015
C -1.205 -0.993 -1.667 -0.015
S -1.259 1.275 0.340 0.705
O -2.599 0.881 0.050 -0.248
O -0.566 0.566 1.394 -0.304
C -1.213 3.026 0.694 -0.289
C -0.628 3.495 1.854 -0.056
C -0.628 4.858 2.104 -0.061
C -1.211 5.726 1.195 -0.067
C -1.800 5.242 0.036 -0.059
C -1.803 3.881 -0.218 -0.051
H -1.195 -3.278 2.145 0.091
H 0.041 -3.530 0.911 0.081
H -0.139 -1.948 1.697 0.050
H -0.406 -5.128 3.640 0.086
H 1.321 -5.283 3.987 0.075
H 0.728 -5.548 2.349 0.077
H 0.726 -1.575 3.996 0.069
H 1.345 -2.928 4.952 0.079
H -0.385 -2.791 4.610 0.086
H 3.736 -1.336 2.065 0.071
H 2.014 -1.034 2.331 0.063
H 1.979 -2.389 -0.103 0.101
H 3.445 -1.409 -0.268 0.121
H 0.890 -0.182 0.563 0.073
H 1.051 2.350 -0.114 0.124
H 1.211 2.344 -1.881 0.131
H 0.025 1.428 -3.687 0.120
H -0.495 -0.286 -5.392 0.121
H -1.942 -2.894 -2.344 0.122
H -1.397 -1.192 -0.626 0.101
H -0.189 2.789 2.541 0.115
H -0.175 5.240 3.006 0.109
H -1.210 6.788 1.392 0.108
H -2.257 5.923 -0.665 0.109
H -2.260 3.466 -1.103 0.121
```

Results
Gap between HOMO and LUMO = 8.711 eV
2S+1 = 1
Highest occupied orbital energy = -8.53 eV
Energy = -2008.59502 a.u.
SMILES = CC(C)(C)SCCNC(=O)CN(c1ccc(F)cc1)S(=O)(=O)c1ccccc1
Relative energy (zero: lowest compared OMol25 entry of this formula, charge and spin) = 4.6 kcal/mol
E_LUMO = 0.185 eV

=====

A molecular structure, C20H25FeN3O4S. Source: the Open Molecules 2025 dataset; level of theory: ωB97M-V/def2-TZVPD.

Geometry as XYZ:
```
54
Properties=species:S:1:pos:R:3:lowdin_charge:R:1
Fe 0.051 -0.053 0.221 1.033
C 2.806 1.664 0.254 -0.113
C 1.979 2.100 -0.919 -0.102
O 0.609 1.881 -0.543 -0.223
C -0.416 2.780 -0.980 -0.107
C -1.423 2.825 0.130 -0.115
O -1.675 1.466 0.532 -0.255
C -2.090 1.301 1.899 -0.154
C -0.937 1.405 2.846 -0.131
O 0.109 0.558 2.349 -0.192
C 1.398 0.846 2.923 -0.123
C 2.433 0.137 2.103 -0.133
O 2.270 0.408 0.705 -0.218
H 2.765 2.398 1.059 0.144
H 3.842 1.539 -0.056 0.156
H 2.209 1.500 -1.798 0.147
H 2.165 3.146 -1.146 0.153
H -0.860 2.404 -1.901 0.148
H -0.023 3.779 -1.158 0.154
H -2.344 3.286 -0.219 0.155
H -1.040 3.396 0.975 0.142
H -2.507 0.298 1.958 0.113
H -2.865 2.019 2.164 0.157
H -1.260 1.072 3.833 0.158
H -0.564 2.426 2.937 0.140
H 1.444 0.473 3.947 0.158
H 1.550 1.926 2.943 0.140
H 2.314 -0.941 2.207 0.136
H 3.430 0.410 2.446 0.158
N -2.913 -3.482 -0.158 0.191
C -4.275 -3.209 -0.196 -0.182
C -5.194 -4.237 -0.033 0.031
C -6.541 -3.954 -0.104 0.027
C -6.992 -2.641 -0.336 0.012
C -6.093 -1.614 -0.486 -0.049
C -4.726 -1.892 -0.412 -0.400
S -3.593 -0.619 -0.571 1.223
N -2.113 -1.293 -0.313 -0.244
C -1.921 -2.585 -0.199 -0.271
C -0.515 -3.089 -0.165 -0.181
C -0.188 -4.427 -0.155 0.041
C 1.152 -4.801 -0.214 0.029
C 2.121 -3.823 -0.300 0.025
C 1.716 -2.497 -0.295 -0.062
N 0.428 -2.139 -0.213 0.035
H -2.672 -4.458 -0.074 0.155
H -4.853 -5.251 0.151 0.142
H -7.259 -4.755 0.017 0.142
H -8.053 -2.438 -0.395 0.141
H -6.440 -0.600 -0.662 0.135
H -0.938 -5.207 -0.112 0.128
H 1.426 -5.849 -0.202 0.144
H 3.172 -4.070 -0.362 0.140
H 2.441 -1.693 -0.357 0.123
```

Results
Gap between HOMO and LUMO (alpha / beta) = 7.654 / 6.794 eV
2S+1 = 6
Highest occupied orbital energy (alpha / beta) = -17.39 / -18.20 eV
Energy = -2903.28690 a.u.
Net charge = +3
⟨S²⟩ = 8.771
E_LUMO (alpha / beta) = -9.733 / -11.404 eV

=====

A molecular structure, C20H25FeN5OS in a non-equilibrium geometry. Source: the Open Molecules 2025 dataset; level of theory: ωB97M-V/def2-TZVPD.

Geometry as XYZ:
```
53
Properties=species:S:1:pos:R:3:lowdin_charge:R:1
Fe -0.692 -0.732 -0.888 1.034
C -1.950 -3.048 1.223 -0.101
N -1.354 -3.106 -0.121 -0.071
C -0.142 -3.932 -0.226 -0.101
C 1.109 -3.153 -0.516 -0.285
N 1.180 -1.861 -0.780 0.075
C 2.516 -1.583 -0.995 -0.211
C 3.156 -0.380 -1.287 -0.007
C 4.526 -0.411 -1.448 -0.058
C 5.245 -1.602 -1.327 -0.051
C 4.629 -2.806 -1.035 0.011
C 3.253 -2.778 -0.865 -0.166
N 2.319 -3.747 -0.558 0.192
C -1.651 -1.741 1.888 -0.282
N -1.039 -0.753 1.269 0.080
C -0.988 0.292 2.165 -0.219
C -0.412 1.550 2.040 -0.024
C -0.550 2.412 3.107 -0.057
C -1.251 2.040 4.258 -0.053
C -1.799 0.782 4.410 0.011
C -1.638 -0.098 3.351 -0.167
N -2.028 -1.404 3.138 0.196
H -3.039 -3.143 1.151 0.146
H -1.596 -3.879 1.850 0.138
H -2.048 -3.469 -0.765 0.126
H 0.017 -4.496 0.704 0.138
H -0.259 -4.666 -1.035 0.148
H 2.591 0.535 -1.376 0.093
H 5.057 0.501 -1.674 0.115
H 6.313 -1.580 -1.459 0.117
H 5.199 -3.717 -0.947 0.122
H 2.508 -4.725 -0.397 0.187
H 0.131 1.810 1.144 0.086
H -0.103 3.392 3.059 0.115
H -1.356 2.758 5.053 0.117
H -2.333 0.501 5.303 0.122
H -2.499 -1.993 3.807 0.186
C 1.298 3.584 -2.486 -0.124
C -0.182 3.439 -2.795 -0.355
S -1.061 2.770 -1.324 1.024
O -0.780 1.267 -1.377 -0.642
C -2.791 2.877 -1.946 -0.355
C -3.744 2.610 -0.797 -0.129
H 1.799 4.091 -3.308 0.093
H 1.766 2.611 -2.346 0.057
H 1.452 4.176 -1.586 0.082
H -0.354 2.764 -3.632 0.105
H -0.632 4.408 -3.001 0.101
H -2.886 2.134 -2.736 0.101
H -2.948 3.874 -2.354 0.102
H -3.454 1.704 -0.264 0.061
H -4.757 2.477 -1.169 0.091
H -3.749 3.445 -0.100 0.086
```

Results
Gap between HOMO and LUMO (alpha / beta) = 8.220 / 7.620 eV
2S+1 = 5
Highest occupied orbital energy (alpha / beta) = -14.14 / -14.13 eV
Energy = -2787.60176 a.u.
Net charge = +2
Relative energy (zero: lowest compared OMol25 entry of this formula, charge and spin) = 18.2 kcal/mol
⟨S²⟩ = 6.008
E_LUMO (alpha / beta) = -5.920 / -6.515 eV

=====

3 unconnected molecules or ions with the total composition C20H25I2N3O7 in a non-equilibrium geometry. Source: the Open Molecules 2025 dataset; level of theory: ωB97M-V/def2-TZVPD.

Geometry as XYZ:
```
57
Properties=species:S:1:pos:R:3:lowdin_charge:R:1
C 7.339 -0.873 -0.528 0.037
C 6.214 0.089 -0.189 -0.507
O 5.648 -0.006 0.837 0.146
O 5.832 1.059 -1.091 0.106
C 5.033 2.026 -0.498 -0.433
O 5.506 2.783 0.237 0.209
C 3.527 2.140 -0.756 -0.024
O 3.031 1.358 -1.857 -0.006
C 2.735 0.065 -1.508 -0.552
O 3.591 -0.733 -1.430 0.164
N 1.366 -0.322 -1.281 -0.078
C 0.443 0.795 -1.585 -0.202
C -1.034 0.390 -1.614 -0.175
C -1.618 0.040 -0.230 -0.094
C -2.516 1.124 0.361 -0.530
O -2.911 2.063 -0.215 0.120
O -2.931 0.968 1.652 0.106
C 1.163 -1.474 -2.126 -0.757
I 0.947 -1.217 -4.248 0.974
C 1.128 -2.666 -1.586 -0.725
C 0.927 -3.979 -2.311 -0.183
I 1.338 -2.837 0.543 0.973
H 8.336 -0.425 -0.471 0.093
H 7.121 -1.318 -1.511 0.094
H 7.259 -1.690 0.197 0.091
H 3.336 3.191 -1.000 0.150
H 2.989 1.846 0.157 0.157
H 0.677 1.321 -2.525 0.104
H 0.577 1.554 -0.796 0.137
H -1.252 -0.451 -2.286 0.079
H -1.586 1.243 -2.041 0.124
H -0.860 -0.218 0.530 0.104
H -2.250 -0.860 -0.331 0.133
H -2.418 0.233 2.025 0.101
H 0.018 -4.466 -1.935 0.076
H 1.793 -4.618 -2.073 0.078
H 0.894 -3.889 -3.401 0.013
C -6.711 3.193 -0.703 -0.104
C -8.061 2.896 -1.036 -0.117
C -8.075 1.657 -1.618 -0.152
N -6.786 1.195 -1.653 -0.002
C -5.949 2.124 -1.092 -0.128
H -6.343 4.088 -0.230 0.091
H -8.922 3.522 -0.867 0.087
H -8.886 1.066 -2.010 0.101
H -6.499 0.311 -2.031 0.139
H -4.890 1.944 -1.021 0.079
C 1.359 -1.380 4.593 -0.105
C 0.556 -0.518 5.387 -0.107
C -0.745 -0.920 5.240 -0.144
N -0.761 -1.989 4.384 0.001
C 0.518 -2.277 3.991 -0.202
H 2.430 -1.345 4.479 0.095
H 0.896 0.303 5.997 0.092
H -1.658 -0.539 5.667 0.106
H -1.583 -2.485 4.091 0.142
H 0.716 -3.094 3.316 0.026
```

Results
Gap between HOMO and LUMO = 7.608 eV
2S+1 = 1
Highest occupied orbital energy = -7.98 eV
Energy = -2063.40234 a.u.
SMILES = CC(=O)OC(=O)COC(=O)N(CCCC(=O)O)/C(I)=C(/C)I.c1cc[nH]c1.c1cc[nH]c1
E_LUMO = -0.373 eV

=====

Q: Which of these has the highest energy?
A: C20H25FN2O3S2

=====

Q: 2S+1 of number 1 (C20H25FN2O3S2)?
A: 1